[1]
Formula: C17H48AgBr4F3NO9S
Source: the Open Molecules 2025 dataset
Level of theory: the ωB97M-V functional and the def2-TZVPD basis

Energy, Ha: -12548.9022
Orbital gap, hartree: 0.251
Total charge: +1
Largest force on an atom, eV Å⁻¹: 3.7
E_LUMO, Ha: -0.156

Cartesian coordinates (Å):
N (2.898, 0.865, -2.868)
H (2.026, 0.938, -2.363)
H (3.663, 1.133, -2.265)
H (2.749, 1.345, -3.744)
H (2.956, -0.094, -3.179)
Ag (-0.862, -1.316, -2.970)
C (0.336, 0.269, 1.498)
F (0.704, 1.436, 2.006)
F (1.259, -0.672, 1.446)
F (-0.646, -0.262, 2.192)
S (-0.318, 0.628, -0.270)
O (-0.957, -0.631, -0.780)
O (-1.283, 1.740, -0.172)
O (0.885, 0.936, -1.090)
Br (-1.330, -2.199, 5.680)
C (-0.602, -3.025, 3.998)
C (-1.054, -4.511, 3.854)
Br (-2.650, -4.648, 2.660)
H (0.481, -2.922, 4.062)
H (-0.965, -2.512, 3.107)
H (-1.282, -4.989, 4.807)
H (-0.278, -5.066, 3.328)
Br (2.168, 4.763, -1.745)
C (2.223, 4.337, 0.193)
C (3.495, 3.525, 0.580)
Br (3.598, 3.043, 2.495)
H (1.308, 3.802, 0.447)
H (2.258, 5.241, 0.801)
H (4.382, 4.054, 0.234)
H (3.515, 2.566, 0.063)
C (-5.300, -0.419, 1.021)
C (-3.940, 0.231, 0.814)
O (-3.880, 1.205, -0.211)
H (-5.448, -0.913, 0.061)
H (-6.117, 0.288, 1.164)
H (-5.300, -1.135, 1.843)
H (-3.118, -0.451, 0.599)
H (-3.556, 0.752, 1.691)
H (-2.991, 1.566, -0.239)
C (3.926, -0.839, 3.171)
C (4.552, -0.312, 1.897)
O (5.408, -1.387, 1.533)
H (4.697, -0.871, 3.942)
H (3.523, -1.851, 3.145)
H (3.117, -0.186, 3.499)
H (5.018, 0.663, 2.039)
H (3.787, -0.042, 1.169)
H (6.128, -0.998, 1.031)
C (-3.263, 6.048, -0.396)
C (-2.739, 4.586, -0.371)
O (-1.407, 4.443, 0.036)
H (-4.127, 6.147, -1.053)
H (-2.519, 6.758, -0.757)
H (-3.526, 6.453, 0.582)
H (-2.971, 4.003, -1.263)
H (-3.447, 4.045, 0.257)
H (-1.182, 3.526, -0.137)
C (-3.315, -3.973, -1.066)
C (-1.749, -3.842, -0.962)
O (-1.195, -3.738, -2.261)
H (-3.781, -4.281, -0.130)
H (-3.642, -4.659, -1.848)
H (-3.777, -3.018, -1.319)
H (-1.425, -4.770, -0.491)
H (-1.495, -3.113, -0.193)
H (-1.349, -4.533, -2.777)
C (-1.170, 3.215, -3.510)
C (-0.776, 2.213, -4.575)
O (-0.895, 0.819, -4.195)
H (-1.163, 4.272, -3.774)
H (-0.505, 3.057, -2.660)
H (-2.174, 2.858, -3.281)
H (0.264, 2.367, -4.862)
H (-1.364, 2.287, -5.490)
H (-0.515, 0.292, -4.902)
C (2.241, -3.818, 0.731)
C (3.191, -4.157, -0.419)
O (4.033, -3.106, -0.739)
H (1.617, -4.697, 0.889)
H (1.527, -3.035, 0.477)
H (2.783, -3.617, 1.656)
H (2.599, -4.348, -1.314)
H (3.691, -5.078, -0.120)
H (4.341, -2.681, 0.065)



[2]
Formula: C4H7NO
Source: the Open Molecules 2025 dataset
Level of theory: the ωB97M-V functional and the def2-TZVPD basis

Energy, Ha: -286.5674
Orbital gap, hartree: 0.405
Energy relative to the best compared isomer or geometry (same formula, charge and spin), kcal per mole: 40.3
Total charge: 0
Largest force on an atom, eV Å⁻¹: 0.7
Structure (SMILES): C[C@H]1CN1C=O
E_LUMO, Ha: 0.037

Cartesian coordinates (Å):
C (1.527, -0.851, -0.487)
C (0.482, -0.037, 0.233)
C (-0.167, 1.125, -0.426)
N (-0.877, -0.154, -0.262)
C (-1.912, -0.106, 0.689)
O (-1.771, -0.218, 1.885)
H (1.487, -1.903, -0.187)
H (2.525, -0.474, -0.249)
H (1.392, -0.803, -1.572)
H (0.569, 0.005, 1.318)
H (-0.481, 1.945, 0.219)
H (0.085, 1.400, -1.448)
H (-2.903, 0.033, 0.211)



[3]
Formula: C57H148N4O19
Source: the Open Molecules 2025 dataset
Level of theory: the ωB97M-V functional and the def2-TZVPD basis

Energy, Ha: -3908.8554
Orbital gap, hartree: 0.332
Energy relative to the best compared isomer or geometry (same formula, charge and spin), kcal per mole: 0.0
Total charge: 0
Largest force on an atom, eV Å⁻¹: 2.2
E_LUMO, Ha: 0.016

Cartesian coordinates (Å):
C (19.509, 15.968, -16.584)
O (20.055, 14.948, -17.413)
C (21.478, 14.977, -17.356)
C (21.969, 13.569, -17.707)
N (21.809, 12.680, -16.584)
C (22.243, 11.346, -16.961)
C (22.469, 10.361, -15.829)
O (21.272, 10.170, -15.116)
C (21.285, 9.091, -14.225)
H (19.847, 15.965, -15.546)
H (18.423, 15.907, -16.553)
H (19.773, 16.918, -17.062)
H (21.893, 15.267, -16.389)
H (21.769, 15.677, -18.150)
H (23.039, 13.631, -17.930)
H (21.459, 13.211, -18.613)
H (20.857, 12.669, -16.232)
H (23.231, 11.443, -17.424)
H (21.574, 10.872, -17.692)
H (23.232, 10.565, -15.072)
H (22.767, 9.489, -16.428)
H (20.338, 8.856, -13.736)
H (21.950, 9.357, -13.392)
H (21.595, 8.149, -14.688)
C (25.778, 9.013, -15.021)
O (26.774, 9.058, -16.012)
C (26.787, 7.841, -16.711)
C (27.744, 7.856, -17.887)
N (29.153, 7.917, -17.541)
C (29.543, 9.136, -16.805)
C (30.998, 9.424, -17.022)
O (31.137, 9.690, -18.445)
C (30.985, 11.071, -18.747)
H (25.582, 9.991, -14.579)
H (26.048, 8.254, -14.280)
H (24.789, 8.734, -15.409)
H (25.815, 7.566, -17.147)
H (26.920, 6.966, -16.057)
H (27.460, 8.620, -18.627)
H (27.466, 6.952, -18.439)
H (29.674, 7.945, -18.411)
H (29.283, 8.927, -15.766)
H (28.962, 9.985, -17.189)
H (31.646, 8.556, -16.874)
H (31.408, 10.203, -16.378)
H (31.947, 11.588, -18.801)
H (30.427, 11.628, -17.992)
H (30.516, 11.170, -19.721)
C (24.951, 13.346, -7.140)
O (24.942, 12.520, -8.273)
C (23.695, 12.053, -8.703)
C (23.775, 10.563, -9.054)
N (24.938, 10.317, -9.885)
C (25.181, 8.900, -10.141)
C (26.513, 8.725, -10.879)
O (26.624, 7.373, -11.258)
C (27.754, 7.177, -12.061)
H (24.514, 14.326, -7.375)
H (25.970, 13.523, -6.804)
H (24.353, 12.911, -6.332)
H (23.300, 12.691, -9.498)
H (22.919, 12.087, -7.924)
H (22.848, 10.242, -9.539)
H (23.737, 9.969, -8.127)
H (25.727, 10.831, -9.518)
H (24.419, 8.525, -10.827)
H (25.135, 8.357, -9.192)
H (27.344, 9.026, -10.230)
H (26.490, 9.418, -11.728)
H (27.911, 6.114, -12.249)
H (28.665, 7.576, -11.597)
H (27.701, 7.698, -13.029)
C (31.730, 19.646, -22.000)
O (31.010, 18.515, -21.562)
C (30.959, 17.480, -22.503)
C (32.202, 16.582, -22.386)
N (32.296, 16.002, -21.065)
C (33.367, 15.041, -20.896)
C (33.599, 14.638, -19.427)
O (33.301, 15.722, -18.614)
C (33.484, 15.440, -17.233)
H (31.051, 20.285, -22.572)
H (32.654, 19.452, -22.549)
H (32.031, 20.219, -21.121)
H (30.960, 17.807, -23.551)
H (30.071, 16.857, -22.416)
H (33.139, 17.067, -22.711)
H (32.184, 15.810, -23.166)
H (32.275, 16.711, -20.346)
H (34.315, 15.504, -21.227)
H (33.322, 14.206, -21.598)
H (34.642, 14.306, -19.319)
H (33.026, 13.717, -19.235)
H (32.969, 14.514, -16.951)
H (33.132, 16.291, -16.662)
H (34.545, 15.207, -17.090)
C (33.879, 10.523, -21.204)
C (34.028, 9.061, -20.829)
C (35.478, 8.634, -21.019)
O (33.558, 8.785, -19.505)
H (33.057, 11.071, -20.749)
H (33.770, 10.580, -22.290)
H (34.772, 11.076, -20.896)
H (33.379, 8.442, -21.465)
H (35.814, 8.850, -22.030)
H (35.609, 7.576, -20.782)
H (36.130, 9.143, -20.305)
H (32.650, 9.133, -19.372)
C (29.847, 11.746, -12.044)
C (30.363, 10.574, -12.864)
C (31.778, 10.810, -13.365)
O (30.295, 9.413, -12.032)
H (30.567, 12.036, -11.271)
H (28.989, 11.408, -11.461)
H (29.659, 12.631, -12.649)
H (29.638, 10.394, -13.669)
H (31.906, 11.740, -13.920)
H (32.172, 9.946, -13.904)
H (32.401, 10.989, -12.482)
H (31.034, 8.836, -12.251)
C (23.966, 12.312, -12.746)
C (22.719, 13.208, -12.668)
C (23.091, 14.666, -13.095)
O (21.707, 12.709, -13.517)
H (23.695, 11.277, -12.527)
H (24.730, 12.691, -12.073)
H (24.236, 12.283, -13.805)
H (22.323, 13.357, -11.665)
H (22.307, 15.318, -12.715)
H (23.339, 14.711, -14.156)
H (24.021, 15.004, -12.624)
H (22.080, 12.628, -14.410)
C (27.675, 12.537, -15.571)
C (27.100, 13.731, -16.304)
C (25.567, 13.789, -16.200)
O (27.672, 14.940, -15.852)
H (28.680, 12.321, -15.941)
H (27.105, 11.613, -15.706)
H (27.684, 12.573, -14.478)
H (27.273, 13.546, -17.376)
H (25.083, 14.499, -16.871)
H (25.279, 14.043, -15.176)
H (25.217, 12.766, -16.359)
H (27.111, 15.661, -16.150)
C (29.507, 3.888, -16.012)
C (29.572, 4.461, -17.414)
C (30.943, 5.047, -17.756)
O (29.296, 3.372, -18.321)
H (30.360, 3.238, -15.820)
H (28.582, 3.336, -15.842)
H (29.538, 4.727, -15.307)
H (28.822, 5.237, -17.604)
H (31.227, 5.959, -17.236)
H (31.104, 5.171, -18.824)
H (31.633, 4.293, -17.357)
H (28.436, 3.062, -18.005)
C (29.817, 9.456, -21.481)
C (29.504, 8.319, -22.455)
C (28.678, 7.209, -21.794)
O (28.898, 8.844, -23.610)
H (28.886, 9.974, -21.240)
H (30.591, 10.124, -21.859)
H (30.223, 9.067, -20.544)
H (30.443, 7.871, -22.790)
H (27.936, 7.672, -21.131)
H (29.251, 6.579, -21.110)
H (28.106, 6.595, -22.487)
H (28.059, 9.274, -23.419)
C (29.813, 14.593, -18.272)
C (29.276, 14.229, -19.620)
C (28.298, 15.286, -20.143)
O (30.289, 14.077, -20.597)
H (29.080, 14.691, -17.470)
H (30.366, 15.541, -18.303)
H (30.602, 13.947, -17.868)
H (28.749, 13.270, -19.651)
H (28.818, 16.187, -20.479)
H (27.519, 15.624, -19.452)
H (27.745, 14.957, -21.027)
H (31.020, 14.736, -20.526)
C (23.963, 6.389, -13.283)
C (22.969, 5.256, -13.426)
C (21.958, 5.281, -12.284)
O (22.474, 5.337, -14.765)
H (24.259, 6.604, -12.254)
H (23.535, 7.317, -13.666)
H (24.911, 6.181, -13.782)
H (23.511, 4.310, -13.306)
H (21.004, 4.800, -12.519)
H (21.724, 6.300, -11.964)
H (22.358, 4.761, -11.414)
H (21.990, 4.516, -14.919)
C (34.333, 10.468, -16.439)
C (35.772, 10.665, -16.918)
C (36.613, 9.440, -16.502)
O (35.755, 10.717, -18.334)
H (33.672, 11.226, -16.869)
H (34.222, 10.565, -15.357)
H (33.989, 9.491, -16.783)
H (36.206, 11.527, -16.412)
H (36.081, 8.499, -16.613)
H (36.908, 9.587, -15.456)
H (37.559, 9.473, -17.042)
H (35.019, 10.168, -18.643)
C (25.461, 3.905, -18.063)
C (25.535, 2.610, -18.912)
C (25.649, 2.903, -20.400)
O (26.647, 1.891, -18.412)
H (26.274, 4.626, -18.195)
H (25.337, 3.642, -17.016)
H (24.642, 4.523, -18.443)
H (24.601, 2.080, -18.697)
H (25.625, 1.953, -20.945)
H (26.497, 3.503, -20.724)
H (24.744, 3.405, -20.755)
H (26.780, 1.120, -18.977)
C (21.225, 7.349, -18.021)
C (22.646, 7.011, -18.474)
C (23.331, 8.182, -19.120)
O (23.454, 6.621, -17.336)
H (21.201, 8.187, -17.321)
H (20.655, 6.553, -17.543)
H (20.705, 7.689, -18.922)
H (22.681, 6.096, -19.080)
H (24.335, 7.998, -19.505)
H (23.303, 9.041, -18.455)
H (22.788, 8.371, -20.055)
H (22.883, 6.204, -16.673)